# 1
C47H64BrCl2F9N2O12PS2 | ωB97M-V/def2-TZVPD

Results
- Calculated total energy: -227817.7157 eV
- Kohn-Sham gap: 6.990 eV
- E_LUMO: -0.1247 hartree

Structure (ORCA input):
```
! wB97M-V def2-TZVPD RIJCOSX def2/J DEFGRID3
* xyz 1 1
C -1.29 -4.73 1.63
C 0.04 -4.11 1.31
C 1.21 -4.85 1.42
C 2.40 -4.26 1.08
C 2.42 -2.96 0.65
C 1.30 -2.17 0.57
C 1.25 -0.75 0.08
C 1.30 0.47 1.03
C 1.46 1.66 0.05
C 0.80 1.64 -1.34
C 1.72 1.25 -2.52
N 1.36 -0.10 -2.99
C -0.07 0.45 1.89
C -1.30 1.27 1.49
F -2.33 0.90 2.28
F -1.67 0.77 0.28
C -1.43 2.81 1.34
F -0.90 3.35 0.23
F -2.77 2.95 1.07
C -1.24 3.78 2.53
F -2.25 3.57 3.38
F -0.06 3.68 3.16
C -1.38 5.30 2.13
F -0.36 5.72 1.40
F -1.29 5.95 3.31
F -2.55 5.60 1.61
C 0.24 0.19 3.42
Br -0.96 -1.39 3.79
C -0.24 1.21 4.47
C -0.67 0.61 5.81
C -1.16 1.74 6.84
O -1.96 0.61 6.07
N 1.73 -0.23 3.43
S 2.43 0.13 5.07
P 2.02 -2.06 3.69
S 3.88 -2.51 4.01
C 2.33 0.51 2.26
C 2.61 2.04 2.47
C 3.19 2.69 3.74
O 2.47 3.06 4.64
Cl 4.92 3.12 3.93
C 3.62 -0.06 1.59
C 5.02 0.32 2.11
C 5.98 -0.90 1.96
Cl 5.76 1.58 1.05
C 0.12 -2.81 0.90
H -1.72 -4.40 2.57
H -2.00 -4.57 0.82
H -1.15 -5.81 1.65
H 1.11 -5.87 1.76
H 3.30 -4.84 1.16
H 3.37 -2.54 0.36
H 2.04 -0.65 -0.66
H 0.28 -0.71 -0.41
H 2.53 1.80 -0.15
H 1.20 2.61 0.51
H -0.11 1.07 -1.47
H 0.51 2.67 -1.58
H 2.77 1.22 -2.21
H 1.53 1.94 -3.34
H 2.05 -0.50 -3.63
H 0.43 -0.13 -3.37
H -0.43 -0.53 1.64
H -1.18 1.67 4.19
H 0.46 2.00 4.72
H -0.08 -0.19 6.24
H -1.96 1.77 7.59
H -0.44 1.27 7.59
H 3.75 0.33 4.90
H 1.34 -2.96 2.87
H 1.46 -2.28 4.95
H 1.64 2.53 2.44
H 3.24 2.41 1.66
H 3.66 0.21 0.54
H 3.60 -1.14 1.59
H 5.07 0.57 3.16
H 6.20 -1.32 2.93
H 6.94 -0.58 1.57
H 5.60 -1.65 1.26
H -0.78 -2.21 0.81
O -2.12 -8.46 0.61
C -2.13 -7.88 -0.44
O -2.47 -6.57 -0.55
C -2.50 -6.19 -1.94
C -1.61 -7.20 -2.65
C -1.82 -8.46 -1.81
H -3.53 -6.23 -2.29
H -2.13 -5.17 -2.04
H -1.85 -7.33 -3.70
H -0.56 -6.89 -2.58
H -2.68 -9.04 -2.14
H -0.93 -9.09 -1.77
O 0.61 3.88 -3.76
C 0.60 4.15 -4.93
O -0.13 3.45 -5.83
C 0.14 3.94 -7.16
C 0.67 5.35 -6.97
C 1.38 5.24 -5.62
H 0.87 3.28 -7.62
H -0.78 3.91 -7.74
H 1.30 5.68 -7.79
H -0.17 6.05 -6.88
H 2.42 4.91 -5.74
H 1.34 6.17 -5.06
O -3.36 -4.05 4.29
C -4.00 -4.99 3.90
O -3.96 -5.41 2.61
C -4.91 -6.48 2.42
C -5.15 -7.06 3.80
C -4.98 -5.83 4.69
H -5.81 -6.06 1.98
H -4.48 -7.21 1.73
H -6.11 -7.55 3.90
H -4.37 -7.79 4.04
H -5.91 -5.27 4.81
H -4.57 -6.08 5.67
O -5.00 11.01 -1.28
C -4.09 10.25 -1.12
O -2.92 10.33 -1.82
C -2.08 9.22 -1.49
C -2.56 8.74 -0.13
C -4.05 9.05 -0.19
H -2.18 8.46 -2.26
H -1.04 9.56 -1.46
H -2.34 7.69 0.06
H -2.09 9.33 0.66
H -4.62 8.24 -0.64
H -4.46 9.31 0.78
O 2.90 -1.27 -5.15
C 2.31 -1.56 -6.15
O 1.15 -2.24 -6.14
C 0.74 -2.54 -7.50
C 1.46 -1.51 -8.36
C 2.75 -1.29 -7.58
H 1.04 -3.56 -7.73
H -0.34 -2.46 -7.57
H 1.61 -1.85 -9.38
H 0.88 -0.59 -8.39
H 3.53 -2.00 -7.85
H 3.12 -0.27 -7.68
*
```

Mulliken population analysis, charges in e, atoms 1 to 99:
1. C -1.45
2. C 0.79
3. C -0.91
4. C -1.44
5. C 0.77
6. C -0.10
7. C -1.57
8. C 1.58
9. C -2.01
10. C -1.51
11. C -0.35
12. N -0.34
13. C 0.64
14. C 1.14
15. F -0.32
16. F -0.33
17. C 0.48
18. F -0.24
19. F -0.36
20. C 0.45
21. F -0.29
22. F -0.21
23. C 0.60
24. F -0.22
25. F -0.26
26. F -0.23
27. C 0.68
28. Br -0.11
29. C -0.97
30. C 0.29
31. C -1.62
32. O -0.44
33. N 0.19
34. S -0.06
35. P 0.54
36. S -0.27
37. C 0.94
38. C -0.14
39. C -0.66
40. O -0.48
41. Cl -0.10
42. C -0.85
43. C 0.84
44. C -1.24
45. Cl -0.16
46. C -0.34
47. H -0.09
48. H 0.36
49. H 0.27
50. H 0.58
51. H 0.44
52. H 0.52
53. H 0.90
54. H 0.61
55. H 0.93
56. H 0.70
57. H 0.30
58. H 0.76
59. H 0.41
60. H -0.17
61. H 0.24
62. H 0.18
63. H -0.73
64. H 0.57
65. H 0.13
66. H 0.88
67. H 0.45
68. H 0.32
69. H 0.23
70. H 0.05
71. H 0.22
72. H -0.54
73. H 1.22
74. H 0.68
75. H -1.23
76. H -0.01
77. H 0.32
78. H 0.50
79. H 0.20
80. H 0.64
81. O -0.58
82. C 0.49
83. O -0.18
84. C -0.44
85. C -0.53
86. C -0.47
87. H 0.29
88. H 0.29
89. H 0.35
90. H 0.26
91. H 0.26
92. H 0.30
93. O -0.61
94. C 0.51
95. O -0.36
96. C -0.39
97. C -0.53
98. C -0.44
99. H 0.23


# 2
C3H6ClF | ωB97M-V/def2-TZVPD

Results
- Calculated total energy: -18443.9327 eV
- Kohn-Sham gap (alpha / beta): 8.359 / 8.808 eV
- Energy above the lowest of the compared OMol25 structures with the same formula, charge and spin: 4.2220 eV
- E_LUMO (alpha / beta): 0.0153 / 0.0193 hartree

Structure (ORCA input):
```
! wB97M-V def2-TZVPD RIJCOSX def2/J DEFGRID3
* xyz 0 1
C 0.72 -0.04 0.80
C 0.30 -0.56 -0.46
C -2.09 0.43 -0.86
F -2.84 -0.63 -1.26
Cl -2.68 1.03 0.59
H -0.14 0.36 1.56
H 1.43 0.84 0.79
H 0.97 -0.86 1.50
H 0.73 -0.17 -1.29
H -0.17 -1.61 -0.61
H -1.90 0.93 -1.74
*
```

How is the electron density shared among the atoms? According to Mulliken, the charges in e are:
1. C -0.53
2. C -0.74
3. C 0.00
4. F -0.24
5. Cl -0.13
6. H 0.14
7. H 0.27
8. H 0.27
9. H 0.37
10. H 0.26
11. H 0.32


# 3
C9H14O | ωB97M-V/def2-TZVPD

Results
- Calculated total energy: -11596.6650 eV
- Kohn-Sham gap (alpha / beta): 8.495 / 4.724 eV
- Energy above the lowest of the compared OMol25 structures with the same formula, charge and spin: 2.9024 eV
- E_LUMO (alpha / beta): -0.1685 / -0.3066 hartree

Structure (ORCA input):
```
! wB97M-V def2-TZVPD RIJCOSX def2/J DEFGRID3
* xyz 1 2
C -4.18 -0.53 1.26
C -0.21 0.45 0.09
C -1.04 -0.27 -0.80
C -0.72 1.06 1.27
C -2.33 -0.77 -0.31
C -2.08 0.86 1.56
C -2.86 -0.17 0.83
H 0.84 0.52 -0.21
H -0.74 -0.61 -1.81
H -0.23 1.85 1.77
H -2.85 -1.49 -0.74
H -2.51 1.40 2.34
H -4.90 0.20 0.89
H -4.30 -0.76 2.29
H -4.42 -1.54 0.91
C 3.16 0.16 -1.38
C 4.40 0.35 -0.42
O 3.06 -1.24 -1.48
H 2.16 0.70 -1.00
H 3.37 0.52 -2.45
H 4.82 1.28 -0.52
H 2.15 -1.48 -1.83
H 5.18 -0.38 -0.87
H 4.21 -0.07 0.62
*
```

How is the electron density shared among the atoms? According to Mulliken, the charges in e are:
1. C -1.31
2. C 0.20
3. C -0.32
4. C -0.67
5. C -0.67
6. C -0.41
7. C 0.87
8. H 0.11
9. H 0.40
10. H 0.41
11. H 0.55
12. H 0.49
13. H 0.33
14. H 0.41
15. H 0.40
16. C 0.08
17. C -1.04
18. O -0.49
19. H 0.18
20. H 0.29
21. H 0.39
22. H 0.27
23. H 0.26
24. H 0.27


# 4
C7H9Cl9N2 | ωB97M-V/def2-TZVPD

Results
- Calculated total energy: -123085.6744 eV
- Kohn-Sham gap: 11.186 eV
- SMILES string: ClC(Cl)Cl.ClC(Cl)Cl.ClC(Cl)Cl.CC#N.CC#N
- Energy above the lowest of the compared OMol25 structures with the same formula, charge and spin: 0.5864 eV
- E_LUMO: 0.0126 hartree

Structure (ORCA input):
```
! wB97M-V def2-TZVPD RIJCOSX def2/J DEFGRID3
* xyz 0 1
C -0.56 -4.13 0.93
C -0.47 -3.89 2.35
N -0.29 -3.61 3.45
H -0.19 -3.19 0.48
H -1.62 -4.26 0.70
H 0.08 -4.93 0.57
C 1.03 -0.74 2.41
C 0.81 -0.85 0.96
N 0.57 -0.94 -0.16
H 1.39 0.25 2.57
H 1.83 -1.39 2.81
H 0.10 -0.84 2.93
C 1.86 4.69 1.99
Cl 0.96 3.24 2.41
Cl 0.75 6.12 2.10
Cl 2.49 4.54 0.39
H 2.63 4.76 2.73
C -2.39 2.02 -2.45
Cl -0.83 2.92 -2.43
Cl -3.49 2.77 -3.69
Cl -3.08 2.00 -0.80
H -2.26 0.95 -2.79
C 0.23 -0.96 -3.44
Cl -0.99 -2.08 -2.65
Cl -0.69 -0.39 -4.85
Cl 1.75 -1.81 -3.79
H 0.37 -0.24 -2.73
*
```

How is the electron density shared among the atoms? According to Mulliken, the charges in e are:
1. C -0.20
2. C 0.31
3. N -0.44
4. H -0.19
5. H 0.24
6. H 0.28
7. C -0.89
8. C 0.42
9. N -0.35
10. H 0.21
11. H 0.31
12. H 0.32
13. C 0.04
14. Cl -0.11
15. Cl -0.13
16. Cl -0.10
17. H 0.30
18. C 0.33
19. Cl -0.11
20. Cl -0.14
21. Cl -0.12
22. H 0.03
23. C 0.17
24. Cl -0.14
25. Cl -0.12
26. Cl -0.13
27. H 0.21